The following is a quantum chemistry calculation of a cluster of 9 separate species, C25H54O23 in total, from the Open Molecules 2025 dataset.

Results
**HOMO-LUMO gap**: 10.7 eV
**Structure (SMILES)**: COC(=O)OC.COC(=O)OC.COC(=O)OC.COC(=O)OC.COC(=O)OC.COC(=O)OC.COC(=O)OC.CCO.CCO
**Lowest unoccupied orbital energy**: 0.570 eV

The geometry in ORCA input format:
```
! RIJCOSX wB97M-V def2-TZVPD def2/J DEFGRID3
* xyz 0 1
C 3.8520 3.4964 -0.0509
O 3.0214 4.3459 -0.8549
C 1.7206 3.9496 -0.9296
O 1.1023 3.3795 -0.0471
O 1.2738 4.3818 -2.0944
C -0.1893 3.9904 -2.3245
H 4.6996 4.1289 0.1787
H 4.2355 2.6586 -0.5582
H 3.3817 3.1711 0.8415
H -0.3940 4.2686 -3.3224
H -0.7389 4.5118 -1.5613
H -0.3027 2.9829 -2.2734
C 2.0046 0.2866 3.8181
O 2.6325 1.4505 4.4179
C 1.7835 2.4166 4.7715
O 0.5938 2.5559 4.6615
O 2.6055 3.2979 5.4624
C 2.0653 4.5476 5.9269
H 2.7528 -0.4916 3.5495
H 1.4383 0.5002 2.9366
H 1.3956 -0.1948 4.5896
H 2.7662 5.1135 6.5370
H 1.0733 4.4160 6.4652
H 1.7343 5.1409 5.0800
C -3.6424 5.4208 -3.5960
O -2.8294 4.3634 -3.9534
C -3.1036 3.1794 -3.3461
O -4.0932 3.0123 -2.6168
O -2.1283 2.3114 -3.6216
C -2.2798 1.0270 -2.9758
H -4.6464 5.1131 -3.4260
H -3.6367 6.2023 -4.3540
H -3.1874 5.8670 -2.6952
H -3.3111 0.5820 -3.2239
H -2.2109 1.1893 -1.8909
H -1.3894 0.4022 -3.1962
C 1.5504 -1.0436 -3.6354
O 2.5232 -0.0787 -3.1087
C 3.6361 -0.6616 -2.5776
O 3.8813 -1.8519 -2.6382
O 4.4377 0.2816 -2.1330
C 5.4655 -0.0975 -1.2028
H 1.6582 -1.8682 -2.9072
H 1.7407 -1.3266 -4.6664
H 0.6167 -0.4958 -3.6182
H 5.6647 0.7632 -0.5139
H 6.4580 -0.1997 -1.6391
H 5.2952 -1.0076 -0.6438
C -3.6870 -4.3766 1.4442
O -2.3150 -4.7410 1.2932
C -1.3376 -4.1305 1.9833
O -1.4293 -3.2572 2.7555
O -0.1797 -4.7172 1.6837
C -0.1251 -5.8905 0.8645
H -3.8474 -3.4483 1.9454
H -4.1664 -5.0893 2.1240
H -4.1853 -4.4322 0.4874
H -0.6185 -6.6991 1.4308
H 0.9364 -6.0847 0.6857
H -0.7278 -5.8055 -0.0809
C -1.9112 3.3636 1.5153
O -2.8418 2.5168 0.8461
C -3.1573 1.3008 1.2232
O -4.0344 0.7025 0.6186
O -2.3766 0.8664 2.1922
C -2.5716 -0.4755 2.5231
H -0.8460 3.0629 1.3320
H -2.0934 3.3695 2.5816
H -2.1460 4.4055 1.1910
H -1.6118 -0.8406 2.8254
H -2.9446 -1.1124 1.7171
H -3.2487 -0.4216 3.3894
C -0.6665 -4.4473 -3.4349
O -1.6819 -4.1949 -2.3505
C -2.3262 -3.0872 -2.5215
O -2.1841 -2.2952 -3.4213
O -3.1931 -3.0212 -1.4463
C -4.0255 -1.8441 -1.4829
H 0.2088 -3.8294 -3.4718
H -1.1701 -4.3920 -4.4066
H -0.3596 -5.4585 -3.2645
H -3.4409 -0.9991 -1.7947
H -4.4910 -1.6699 -0.5627
H -4.7030 -1.9245 -2.2832
C -0.2181 -1.0759 -0.3446
C 0.0895 0.3908 -0.5542
O 1.3952 0.6363 0.0254
H 0.2112 -1.7103 -1.1632
H -1.2873 -1.1689 -0.3503
H 0.3250 -1.3346 0.5631
H -0.5807 1.0843 -0.0176
H 0.1690 0.7157 -1.5677
H 1.5286 1.5516 0.3408
C 3.4413 -3.6082 2.4349
C 2.5190 -2.5571 1.8475
O 3.4439 -1.5342 1.4690
H 3.9261 -3.1665 3.2477
H 4.2223 -3.8670 1.6987
H 2.8316 -4.5295 2.6908
H 1.6256 -2.2567 2.5241
H 1.9707 -2.9482 0.9681
H 2.9097 -0.9124 1.0173
*
```